(1)
{"formula": "C35H28CrN6O5S", "method": "the ωB97M-V functional and the def2-TZVPD basis", "elements": ["Cr", "C", "C", "C", "C", "C", "C", "C", "S", "O", "O", "N", "C", "C", "C", "C", "C", "N", "H", "H", "H", "H", "H", "H", "H", "H", "H", "H", "H", "C", "C", "C", "C", "C", "C", "C", "C", "C", "C", "C", "C", "C", "C", "C", "N", "H", "H", "H", "H", "H", "H", "H", "H", "H", "H", "C", "C", "C", "O", "C", "O", "O", "H", "H", "H", "H", "H", "H", "H", "N", "C", "C", "C", "N", "C", "N"], "coordinates": [[0.4806, -0.1327, 0.2451], [3.9051, 6.1076, -0.2986], [3.9126, 4.6464, 0.0585], [4.1196, 4.2324, 1.3701], [4.1177, 2.8853, 1.7003], [3.9018, 1.9430, 0.7069], [3.7073, 2.3340, -0.6097], [3.7189, 3.6805, -0.9252], [3.7601, 0.2307, 1.1239], [4.4892, 0.0330, 2.3519], [4.1043, -0.5249, -0.0447], [2.1806, 0.0146, 1.3724], [1.5186, 0.3583, 2.5152], [1.9772, 0.7670, 3.7781], [1.0300, 1.0882, 4.7250], [-0.3358, 1.0080, 4.4409], [-0.7094, 0.5902, 3.1841], [0.1948, 0.2756, 2.2577], [3.6197, 6.7202, 0.5570], [3.2021, 6.3035, -1.1091], [4.8935, 6.4361, -0.6281], [4.2757, 4.9738, 2.1456], [4.2881, 2.5625, 2.7182], [3.5393, 1.5795, -1.3674], [3.5458, 3.9898, -1.9493], [3.0350, 0.7990, 3.9827], [1.3539, 1.4036, 5.7095], [-1.0829, 1.2546, 5.1807], [-1.7476, 0.4977, 2.8885], [0.3764, 4.2836, 0.3240], [0.3483, 4.5572, -1.0362], [0.4149, 3.5125, -1.9444], [0.5076, 2.2011, -1.4865], [0.5156, 1.8989, -0.1160], [0.4481, 2.9691, 0.7720], [0.6661, 1.0581, -2.4060], [0.4241, 1.1544, -3.7961], [0.5762, 0.0540, -4.5780], [1.0543, -1.1479, -4.0114], [1.2944, -2.3078, -4.7826], [1.7855, -3.4369, -4.1934], [2.0700, -3.4434, -2.8115], [1.8408, -2.3407, -2.0393], [1.2968, -1.1740, -2.6208], [1.0266, -0.0821, -1.8365], [0.3369, 5.0968, 1.0400], [0.2798, 5.5794, -1.3885], [0.4109, 3.7337, -3.0049], [0.4531, 2.7935, 1.8429], [0.0518, 2.0777, -4.2131], [0.3303, 0.0856, -5.6325], [1.0814, -2.2766, -5.8446], [1.9655, -4.3263, -4.7838], [2.4702, -4.3335, -2.3446], [2.0731, -2.3517, -0.9868], [-2.2384, -3.9530, 0.2789], [-1.2650, -3.5476, 1.3850], [-1.0999, -4.6568, 2.4135], [-1.7807, -2.3937, 2.0413], [0.0938, -3.2518, 0.7191], [0.8482, -4.1524, 0.4122], [0.3131, -1.9932, 0.4786], [-3.2211, -4.1303, 0.7182], [-1.8967, -4.8578, -0.2248], [-2.3303, -3.1484, -0.4523], [-2.0678, -4.8658, 2.8722], [-0.4050, -4.3450, 3.1939], [-0.7150, -5.5589, 1.9419], [-1.1867, -1.6666, 1.8151], [-1.3995, -0.0510, -0.5621], [-2.3626, -0.0263, -1.2025], [-3.4675, 0.0428, -2.0401], [-4.7791, -0.0710, -1.5253], [-5.8528, -0.1613, -1.1102], [-3.2386, 0.2675, -3.4180], [-3.0484, 0.4629, -4.5410]], "atomic_forces_ev_per_a": [[0.07, 0.15, -0.08], [-0.01, 0.00, 0.00], [0.01, 0.00, 0.01], [-0.01, -0.01, -0.01], [0.00, 0.01, -0.02], [0.00, 0.00, 0.03], [0.00, 0.00, -0.01], [0.01, 0.01, 0.00], [-0.03, -0.01, -0.02], [0.00, -0.01, 0.01], [0.00, 0.00, 0.01], [-0.05, 0.05, -0.05], [-0.05, 0.00, 0.06], [-0.01, -0.01, -0.04], [-0.01, -0.01, 0.00], [0.02, 0.01, 0.03], [0.00, -0.03, -0.05], [0.05, -0.02, -0.01], [0.00, 0.00, 0.00], [0.00, 0.00, 0.00], [0.00, 0.00, -0.01], [0.00, 0.00, 0.00], [0.00, -0.01, 0.00], [0.00, 0.00, 0.00], [0.00, 0.00, 0.00], [0.02, 0.00, 0.01], [0.00, 0.00, 0.00], [0.00, 0.00, 0.00], [0.00, 0.00, 0.01], [0.00, -0.02, 0.00], [0.00, 0.00, 0.00], [-0.01, 0.02, -0.01], [0.00, 0.00, 0.01], [-0.01, -0.06, 0.00], [0.01, 0.02, 0.00], [0.00, -0.01, 0.00], [0.00, -0.01, -0.02], [0.01, 0.01, 0.01], [-0.01, 0.01, -0.01], [0.01, -0.01, 0.00], [0.00, 0.01, 0.00], [0.00, 0.00, 0.00], [0.00, -0.01, 0.01], [0.00, -0.01, 0.01], [0.00, 0.03, 0.02], [0.00, 0.00, 0.00], [0.00, 0.00, 0.00], [0.00, -0.01, 0.00], [0.00, 0.00, 0.00], [0.00, 0.00, 0.01], [0.00, 0.00, 0.00], [0.00, 0.00, 0.00], [0.00, 0.00, 0.00], [0.00, 0.00, 0.00], [0.00, 0.00, -0.01], [0.01, 0.01, -0.01], [0.01, -0.03, -0.01], [-0.04, 0.02, -0.01], [0.09, -0.03, 0.10], [-0.11, 0.06, -0.06], [0.04, -0.02, 0.01], [0.05, -0.08, 0.15], [0.00, -0.01, 0.00], [0.01, 0.01, 0.00], [0.00, 0.00, -0.01], [0.00, 0.00, 0.00], [0.00, 0.00, 0.00], [0.00, 0.00, 0.00], [-0.07, 0.02, -0.09], [0.05, -0.11, 0.04], [0.00, 0.10, 0.00], [0.04, -0.03, 0.01], [-0.01, -0.01, 0.00], [0.00, 0.00, 0.00], [-0.09, 0.03, -0.02], [0.05, -0.01, 0.00]], "total_charge": -1, "energy_ev": -95187.974, "multiplicity": 2, "homo_ev": [-5.5, -5.5], "relative_energy_ev": 0.000, "lumo_ev": [1.800, 1.938]}

---

(2)
{"formula": "C35H28N4O3PSTa", "method": "the ωB97M-V functional and the def2-TZVPD basis", "elements": ["Ta", "O", "C", "C", "C", "C", "C", "C", "C", "P", "C", "C", "C", "C", "C", "C", "C", "C", "C", "C", "C", "C", "H", "H", "H", "H", "H", "H", "H", "H", "H", "H", "H", "H", "H", "H", "N", "C", "C", "C", "C", "C", "C", "S", "O", "O", "N", "C", "N", "C", "C", "C", "N", "H", "H", "H", "H", "H", "H", "H", "H", "H", "C", "C", "C", "C", "C", "C", "H", "H", "H", "H", "H"], "coordinates": [[-0.2983, 0.4373, -0.4937], [-0.7032, 1.1834, 1.5162], [-0.1474, 2.0339, 0.8144], [0.2201, 3.4101, 0.8336], [0.1151, 4.3199, 1.8881], [0.4239, 5.6453, 1.6466], [0.8063, 6.0550, 0.3700], [0.9135, 5.1508, -0.6839], [0.6463, 3.8147, -0.4485], [0.7757, 2.4661, -1.6879], [-0.0332, 3.1091, -3.1659], [-1.2472, 3.7852, -3.0235], [-1.9202, 4.2392, -4.1438], [-1.3878, 4.0169, -5.4088], [-0.1786, 3.3538, -5.5499], [0.5047, 2.8979, -4.4309], [2.5285, 2.2359, -2.0583], [3.5013, 3.1650, -1.7071], [4.8289, 2.9184, -2.0278], [5.1810, 1.7580, -2.6997], [4.2077, 0.8325, -3.0560], [2.8823, 1.0649, -2.7322], [-0.2087, 3.9869, 2.8659], [0.3528, 6.3726, 2.4433], [1.0211, 7.1013, 0.1954], [1.1959, 5.4942, -1.6713], [-1.6528, 3.9735, -2.0355], [-2.8539, 4.7746, -4.0338], [-1.9120, 4.3748, -6.2846], [0.2428, 3.1976, -6.5337], [1.4550, 2.3923, -4.5450], [3.2455, 4.0704, -1.1746], [5.5900, 3.6350, -1.7500], [6.2179, 1.5722, -2.9456], [4.4841, -0.0736, -3.5782], [2.1252, 0.3343, -2.9893], [-3.4653, -4.8706, -6.1431], [-2.9570, -4.0186, -5.2402], [-3.4723, -3.9756, -3.9245], [-2.9552, -3.1098, -3.0012], [-1.9023, -2.2665, -3.3785], [-1.3734, -2.2837, -4.6779], [-1.8946, -3.1512, -5.5950], [-1.2711, -1.1641, -2.2619], [0.2005, -1.0166, -2.2644], [-1.6725, -1.4449, -0.8488], [-1.5810, 0.4054, -2.3982], [-2.7299, 0.9064, -1.8025], [-2.3808, 1.5542, -0.6793], [-3.3593, 2.1057, 0.0487], [-4.6670, 2.0232, -0.3788], [-4.9102, 1.3115, -1.5521], [-3.9455, 0.7355, -2.2708], [-4.2111, -5.4990, -5.9018], [-3.1002, -4.9169, -7.0778], [-4.2798, -4.6408, -3.6485], [-3.3401, -3.0805, -1.9907], [-0.5587, -1.6227, -4.9447], [-1.4944, -3.1846, -6.5995], [-3.0763, 2.6016, 0.9696], [-5.4727, 2.4705, 0.1829], [-5.9193, 1.1890, -1.9276], [4.0206, -1.1991, 1.1531], [3.7265, 0.1438, 1.3875], [2.5630, 0.6871, 0.8917], [1.6427, -0.0681, 0.1334], [1.9646, -1.4301, -0.0741], [3.1351, -1.9795, 0.4324], [4.9389, -1.6282, 1.5311], [4.4126, 0.7586, 1.9547], [2.3791, 1.7401, 1.0788], [1.3249, -2.0785, -0.6558], [3.3529, -3.0233, 0.2495]], "atomic_forces_ev_per_a": [[-0.55, 0.01, -0.39], [0.00, 0.18, 0.14], [0.04, -0.36, 0.22], [0.05, 0.17, -0.13], [-0.05, -0.06, 0.08], [-0.01, -0.02, 0.00], [0.00, -0.01, -0.02], [0.03, 0.07, 0.00], [-0.05, -0.13, 0.04], [0.15, 0.16, 0.01], [-0.06, 0.04, 0.07], [0.05, -0.04, 0.01], [-0.02, 0.00, -0.02], [0.00, 0.01, 0.02], [0.02, -0.01, -0.02], [-0.01, -0.03, 0.02], [-0.14, -0.06, -0.06], [0.02, -0.02, 0.01], [0.02, 0.01, 0.00], [0.00, 0.00, -0.01], [-0.01, -0.01, 0.00], [0.04, 0.05, 0.04], [0.00, 0.01, 0.00], [0.00, -0.01, 0.01], [0.01, 0.00, -0.01], [0.01, 0.00, 0.01], [-0.03, 0.01, -0.01], [0.00, 0.00, 0.00], [0.00, 0.00, 0.00], [0.00, 0.00, 0.00], [-0.01, 0.01, -0.02], [-0.01, 0.01, 0.01], [-0.01, 0.01, 0.00], [0.00, 0.00, 0.00], [0.00, 0.00, 0.00], [0.01, -0.04, 0.00], [0.01, 0.02, 0.03], [0.02, 0.02, 0.00], [-0.03, -0.02, 0.01], [-0.03, -0.03, 0.03], [0.18, 0.19, 0.25], [0.01, 0.01, -0.05], [-0.02, 0.00, 0.00], [-0.35, 0.08, -0.04], [0.42, -0.33, -0.19], [0.02, -0.06, 0.09], [0.07, -0.02, -0.14], [-0.04, 0.06, -0.05], [0.02, -0.20, -0.06], [-0.09, 0.11, 0.01], [0.09, 0.00, 0.01], [-0.01, -0.02, -0.04], [-0.05, 0.10, 0.09], [0.00, -0.01, -0.02], [-0.01, -0.01, -0.01], [0.00, 0.00, 0.01], [-0.02, -0.02, -0.01], [0.00, -0.02, -0.03], [0.01, 0.00, 0.00], [0.00, -0.01, 0.00], [0.01, 0.00, 0.01], [-0.01, 0.01, 0.02], [-0.06, 0.03, -0.04], [0.03, -0.04, 0.01], [-0.10, 0.11, -0.04], [0.45, -0.01, 0.14], [-0.03, 0.15, -0.15], [0.00, -0.09, 0.14], [0.00, 0.00, 0.01], [0.00, 0.00, 0.00], [0.02, -0.01, 0.01], [-0.01, 0.00, 0.01], [0.00, 0.00, 0.01]], "total_charge": 2, "energy_ev": -70514.242, "homo_ev": -13.4, "lumo_ev": -6.920}

---

(3)
{"formula": "C35H28N4PdSSb", "method": "the ωB97M-V functional and the def2-TZVPD basis", "elements": ["Pd", "C", "C", "C", "C", "C", "C", "N", "C", "C", "C", "C", "C", "C", "N", "N", "C", "C", "C", "C", "C", "N", "H", "H", "H", "H", "H", "H", "H", "H", "H", "H", "H", "H", "H", "S", "Sb", "C", "C", "C", "C", "C", "C", "C", "C", "C", "C", "C", "C", "C", "C", "C", "C", "C", "C", "H", "H", "H", "H", "H", "H", "H", "H", "H", "H", "H", "H", "H", "H", "H"], "coordinates": [[-0.4523, 1.4875, 0.6165], [-1.7670, -0.8576, -4.5163], [-2.8421, -1.3391, -3.7610], [-3.1073, -0.7957, -2.5302], [-2.2836, 0.2600, -2.0326], [-1.1324, 0.6564, -2.7777], [-0.9056, 0.1289, -4.0234], [-2.4765, 0.9063, -0.8821], [-3.6541, 1.0026, -0.2521], [-4.9233, 0.7914, -0.8471], [-6.0709, 0.9299, -0.0954], [-5.9878, 1.3089, 1.2413], [-4.7618, 1.6205, 1.8387], [-3.6130, 1.4835, 1.0942], [-2.3223, 1.8956, 1.5584], [-2.2801, 2.4982, 2.6416], [-1.0490, 3.1542, 2.8559], [-0.8829, 3.9052, 3.9978], [0.2520, 4.7112, 4.0934], [1.1225, 4.7492, 3.0223], [0.8895, 3.9423, 1.9129], [-0.1688, 3.1380, 1.8238], [-1.5806, -1.2832, -5.4943], [-3.4441, -2.1510, -4.1446], [-3.8776, -1.2161, -1.8981], [-0.4978, 1.4396, -2.3701], [-0.0705, 0.4681, -4.6198], [-4.9930, 0.6155, -1.9121], [-7.0413, 0.7874, -0.5497], [-6.8953, 1.4176, 1.8212], [-4.7245, 1.9780, 2.8574], [-1.6415, 3.8786, 4.7662], [0.4220, 5.3153, 4.9731], [1.9893, 5.3946, 3.0208], [1.5715, 3.9606, 1.0749], [1.8078, 1.4928, 0.3912], [2.1879, -0.7850, 0.0001], [2.8257, -1.0143, -1.9712], [2.1671, -1.7606, -2.9448], [2.6929, -1.8325, -4.2255], [3.8659, -1.1591, -4.5364], [4.5219, -0.4125, -3.5690], [4.0062, -0.3378, -2.2854], [3.5798, -1.6184, 1.2859], [4.6813, -2.2678, 0.7333], [5.6331, -2.8206, 1.5752], [5.4816, -2.7245, 2.9503], [4.3810, -2.0771, 3.4978], [3.4263, -1.5188, 2.6688], [0.1911, -1.3187, 0.4464], [-0.3330, -0.8607, 1.6713], [-1.6100, -1.2645, 2.0714], [-2.3609, -2.1069, 1.2723], [-1.8382, -2.5705, 0.0684], [-0.5765, -2.1786, -0.3441], [1.2665, -2.3138, -2.7184], [2.2008, -2.4316, -4.9794], [4.2771, -1.2250, -5.5343], [5.4395, 0.1048, -3.8123], [4.5347, 0.2470, -1.5393], [4.7994, -2.3542, -0.3397], [6.4912, -3.3291, 1.1592], [6.2262, -3.1580, 3.6039], [4.2748, -2.0114, 4.5714], [2.5760, -1.0065, 3.1047], [0.2879, -0.3172, 2.3785], [-1.9873, -0.9513, 3.0365], [-3.3323, -2.4467, 1.6053], [-2.4037, -3.2726, -0.5296], [-0.1816, -2.5806, -1.2666]], "atomic_forces_ev_per_a": [[-0.22, 0.73, 1.18], [0.03, 0.02, -0.05], [-0.11, 0.01, 0.14], [-0.06, -0.16, -0.17], [0.00, -0.04, 0.18], [0.19, 0.05, -0.14], [0.04, 0.11, 0.14], [0.16, -0.07, -0.51], [-0.04, -0.01, 0.22], [-0.27, 0.02, -0.01], [0.09, -0.05, -0.18], [0.05, 0.05, 0.15], [0.10, -0.11, -0.13], [0.23, 0.15, 0.35], [-0.47, -0.47, -0.51], [0.13, 0.29, -0.01], [-0.45, -0.18, -0.18], [0.05, 0.04, -0.09], [-0.04, -0.06, -0.08], [-0.05, 0.07, 0.10], [-0.14, -0.06, -0.16], [0.63, 0.18, 0.37], [0.01, -0.01, -0.02], [-0.02, -0.01, 0.01], [0.03, -0.03, -0.02], [-0.06, -0.08, -0.03], [0.01, 0.00, -0.01], [-0.03, 0.05, 0.05], [0.00, -0.02, -0.04], [-0.01, 0.01, 0.00], [0.05, 0.01, 0.01], [-0.02, -0.02, 0.02], [0.01, 0.02, 0.02], [0.01, 0.01, 0.02], [0.02, -0.05, 0.00], [0.31, -0.12, -0.39], [-0.06, 0.03, -0.16], [0.06, 0.02, -0.22], [-0.08, -0.10, 0.12], [0.04, 0.01, -0.02], [0.00, -0.02, -0.05], [0.02, 0.00, 0.00], [-0.02, 0.06, 0.15], [0.16, -0.07, 0.20], [-0.08, -0.01, -0.17], [0.02, -0.02, 0.05], [0.04, -0.02, 0.00], [0.03, -0.03, 0.03], [-0.17, 0.13, -0.04], [-0.21, -0.12, 0.00], [0.09, -0.18, -0.02], [0.01, 0.07, 0.05], [-0.01, 0.00, 0.01], [-0.02, 0.00, 0.01], [0.11, 0.01, -0.05], [-0.02, -0.01, 0.00], [-0.03, -0.02, 0.00], [0.00, 0.00, -0.01], [0.01, 0.02, 0.02], [-0.01, 0.00, 0.00], [0.02, 0.00, -0.02], [0.01, 0.00, -0.03], [0.01, 0.00, 0.00], [-0.03, 0.02, 0.01], [0.01, 0.01, 0.00], [-0.02, 0.00, -0.08], [-0.01, 0.01, 0.02], [-0.03, 0.00, 0.02], [-0.01, -0.02, -0.03], [0.01, 0.00, -0.02]], "total_charge": 3, "energy_ev": -63533.873, "homo_ev": [-16.4, -16.4], "relative_energy_ev": 0.637, "lumo_ev": [-11.563, -11.562]}